Here is C26H25ClFIN4O5Pd as an isolated structure from OMol25. Energies are from the ωB97M-V functional and the def2-TZVPD basis.

energy relative to the best compared isomer or geometry (same formula, charge and spin) = 0.234 eV
charge = 0
orbital gap = 3.44 eV
E_HOMO = -5.5 eV

Each line ends with the Mulliken charge.
Geometry (Å):
Pd (-3.100, -0.284, -0.364)  0.76
Cl (-10.127, 1.394, -0.418)  -0.30
C (-8.543, 0.661, -0.425)  0.55
C (-8.440, -0.702, -0.500)  -0.48
C (-7.185, -1.304, -0.495)  -0.57
I (-7.036, -3.393, -0.566)  -0.01
C (-5.976, -0.598, -0.421)  1.03
O (-4.861, -1.233, -0.378)  -0.57
C (-6.105, 0.851, -0.372)  0.25
N (-4.971, 1.584, -0.327)  -0.05
C (-5.045, 2.884, -0.213)  -0.40
C (-6.262, 3.581, -0.150)  -0.73
C (-7.427, 2.874, -0.230)  -0.87
C (-7.388, 1.467, -0.347)  0.02
H (-9.331, -1.312, -0.556)  0.39
H (-4.098, 3.414, -0.172)  0.41
H (-6.271, 4.659, -0.045)  0.39
H (-8.388, 3.369, -0.197)  0.40
C (2.792, -1.567, 4.063)  -1.05
C (2.558, -0.161, 3.515)  -1.09
N (1.578, -0.133, 2.436)  0.29
C (0.252, -0.092, 2.776)  -0.43
C (-0.766, 0.048, 1.896)  -0.28
C (-2.178, -0.022, 2.476)  0.39
O (-2.269, 0.023, 3.702)  -0.76
O (-3.131, -0.159, 1.655)  -0.57
C (-0.452, 0.255, 0.516)  1.59
O (-1.271, 0.570, -0.359)  -0.85
C (0.937, 0.116, 0.146)  0.20
C (1.310, 0.186, -1.194)  -0.71
C (2.616, 0.004, -1.564)  0.41
F (2.904, 0.139, -2.883)  -0.35
C (3.613, -0.331, -0.651)  -1.32
C (3.234, -0.427, 0.692)  -0.47
C (1.935, -0.145, 1.106)  0.04
N (4.970, -0.636, -0.992)  0.20
C (6.014, -0.005, -0.188)  -0.56
C (7.180, -1.008, -0.081)  -0.76
N (7.071, -1.918, -1.262)  -0.13
C (6.822, -1.104, -2.491)  -0.72
C (5.364, -0.609, -2.403)  -0.79
H (3.515, -1.548, 4.878)  0.38
H (3.159, -2.234, 3.282)  0.29
H (1.854, -1.973, 4.443)  0.36
H (3.486, 0.280, 3.149)  0.53
H (2.190, 0.484, 4.312)  0.46
H (0.016, -0.175, 3.831)  0.59
H (0.551, 0.386, -1.942)  0.67
H (3.956, -0.788, 1.410)  0.87
H (5.641, 0.240, 0.798)  0.49
H (6.357, 0.933, -0.645)  0.27
H (7.118, -1.613, 0.821)  0.43
H (8.147, -0.510, -0.109)  0.36
H (6.215, -2.464, -1.113)  0.37
H (7.872, -2.538, -1.348)  0.32
H (6.982, -1.709, -3.380)  0.38
H (7.538, -0.285, -2.493)  0.32
H (4.713, -1.273, -2.965)  0.53
H (5.293, 0.386, -2.851)  0.47
C (-3.032, 0.730, -2.975)  -0.43
O (-2.951, -0.471, -2.276)  -0.76
H (-2.777, 0.542, -4.028)  0.26
H (-2.329, 1.491, -2.588)  0.11
H (-4.041, 1.170, -2.948)  0.20